Record 1
A cluster of 7 separate species, C34H89BN12O11PS in total at a distorted geometry, computed with the ωB97M-V functional and the def2-TZVPD basis.

For the largest force on an atom, the calculation gives 3.3 eV/A. As for the multiplicity: 1. As for the HOMO-LUMO gap: 7.2614 eV. The molar mass is 916.0 Da. As for the net charge: +1.

CARTESIAN COORDINATES (ANGSTROEM)
C 5.477 5.290 -4.055
C 4.605 4.270 -3.311
P 5.538 2.754 -2.775
C 7.148 2.689 -3.654
N 4.619 1.302 -3.374
S 5.288 0.113 -4.440
C 3.435 1.123 -2.928
N 2.773 2.010 -2.046
C 2.293 0.967 -1.114
O 3.501 0.325 -0.767
O 1.658 1.391 0.024
N 2.191 2.712 0.424
O 2.754 2.641 1.421
C 1.596 -0.018 -2.067
C 0.245 0.370 -2.726
C -0.764 0.933 -1.749
O -1.087 0.210 -0.862
N -1.342 2.188 -1.853
C -1.126 3.031 -0.672
C -1.079 2.884 -3.115
B 1.460 -1.499 -1.446
N 1.315 -2.672 -2.291
O 1.456 -1.588 -0.079
N 2.591 0.077 -3.204
H 5.037 6.269 -3.928
H 6.490 5.320 -3.689
H 5.469 5.080 -5.116
H 3.718 4.013 -3.881
H 4.257 4.726 -2.395
H 7.070 2.606 -4.734
H 7.773 3.518 -3.358
H 7.630 1.785 -3.301
H 4.997 0.595 -5.671
H 1.972 2.422 -2.527
H 3.558 0.242 0.196
H -0.180 -0.552 -3.102
H 0.453 0.969 -3.604
H -0.148 2.905 -0.223
H -1.302 4.079 -0.866
H -1.845 2.750 0.087
H -1.150 2.178 -3.931
H -1.860 3.613 -3.276
H -0.086 3.344 -3.154
H 1.831 -3.422 -1.830
H 0.344 -2.977 -2.241
H 0.745 -1.049 0.304
H 3.215 -0.734 -3.141
C 6.691 -3.834 0.219
C 6.437 -2.347 0.452
C 6.167 -1.974 1.916
O 4.879 -2.307 2.387
C 4.688 -3.669 2.758
N 5.340 -1.909 -0.420
H 5.770 -4.416 0.224
H 7.157 -3.988 -0.755
H 7.359 -4.244 0.977
H 7.345 -1.816 0.150
H 6.229 -0.884 1.999
H 6.940 -2.383 2.580
H 5.591 -4.096 3.205
H 4.376 -4.260 1.895
H 3.886 -3.710 3.484
H 5.251 -0.903 -0.348
H 4.473 -2.262 -0.016
C 0.770 -3.984 4.851
C 0.795 -5.075 3.784
C -0.074 -6.297 4.119
O 0.469 -7.166 5.091
C 0.307 -6.747 6.435
N 2.191 -5.450 3.526
H 1.399 -4.227 5.707
H 1.144 -3.046 4.439
H -0.245 -3.808 5.213
H 0.389 -4.638 2.866
H -0.164 -6.901 3.212
H -1.093 -5.997 4.399
H -0.647 -6.235 6.588
H 1.132 -6.102 6.747
H 0.329 -7.637 7.063
H 2.219 -6.090 2.736
H 2.502 -6.020 4.310
C -1.228 2.401 3.177
C -1.596 3.861 3.428
C -1.784 4.204 4.913
O -2.993 3.739 5.473
C -2.999 2.364 5.818
N -2.787 4.196 2.637
H -2.087 1.736 3.249
H -0.821 2.281 2.171
H -0.471 2.057 3.885
H -0.765 4.471 3.060
H -1.819 5.293 5.006
H -0.927 3.865 5.510
H -2.023 2.030 6.181
H -3.312 1.752 4.969
H -3.732 2.223 6.612
H -2.960 5.195 2.709
H -3.589 3.777 3.104
C -4.295 -3.533 3.093
C -4.338 -2.022 2.883
C -3.012 -1.312 3.193
O -2.722 -1.164 4.571
C -2.203 -2.322 5.199
N -5.451 -1.469 3.660
H -4.367 -3.807 4.145
H -5.134 -4.006 2.585
H -3.375 -3.962 2.689
H -4.550 -1.849 1.823
H -3.079 -0.293 2.800
H -2.170 -1.792 2.674
H -1.556 -2.892 4.525
H -3.007 -2.959 5.574
H -1.613 -1.997 6.057
H -5.561 -0.484 3.432
H -5.171 -1.463 4.638
C -1.936 -2.675 -5.265
C -1.996 -1.346 -6.011
C -2.519 -1.457 -7.451
O -1.596 -1.993 -8.377
C -1.477 -3.406 -8.366
N -0.670 -0.715 -5.964
H -1.075 -3.276 -5.557
H -1.852 -2.501 -4.191
H -2.838 -3.265 -5.435
H -2.695 -0.702 -5.468
H -2.732 -0.446 -7.808
H -3.466 -2.010 -7.488
H -2.434 -3.892 -8.159
H -0.728 -3.730 -7.639
H -1.135 -3.716 -9.353
H -0.739 0.220 -6.359
H -0.072 -1.210 -6.622
C -7.210 5.031 -0.869
C -6.086 5.724 -0.105
C -4.739 5.740 -0.840
O -4.064 4.497 -0.813
C -4.528 3.551 -1.759
N -5.949 5.103 1.216
H -7.139 3.945 -0.818
H -8.176 5.304 -0.443
H -7.215 5.325 -1.921
H -6.390 6.766 0.035
H -4.081 6.439 -0.316
H -4.836 6.113 -1.869
H -4.837 4.026 -2.695
H -5.351 2.964 -1.347
H -3.710 2.862 -1.970
H -5.281 5.641 1.762
H -5.484 4.209 1.076

Record 2
A structure of composition C34H91F3MnN7O11 at a distorted geometry, computed with the ωB97M-V functional and the def2-TZVPD basis.

For the largest force on an atom, the calculation gives 4.1 eV/A. As for the multiplicity: 7. As for the HOMO-LUMO gap (alpha / beta): 6.4127 / 1.9600 eV. The molar mass is 886.1 Da. As for the net charge: +2.

CARTESIAN COORDINATES (ANGSTROEM)
Mn -22.008 -14.822 -3.711
C -20.038 -12.515 -2.198
O -20.918 -11.680 -2.951
O -20.600 -13.842 -2.283
C -18.557 -12.192 -2.645
F -18.488 -12.014 -3.950
F -18.083 -11.087 -1.988
F -17.659 -13.185 -2.435
C -20.983 -10.277 -2.726
C -22.380 -9.750 -3.320
H -22.383 -9.997 -4.382
H -23.253 -10.275 -2.933
H -22.392 -8.660 -3.326
H -20.143 -9.795 -3.228
H -20.972 -9.905 -1.701
H -20.047 -12.163 -1.166
C -26.192 -11.026 -4.419
O -25.214 -11.655 -5.185
H -25.943 -9.988 -4.201
H -27.244 -11.058 -4.705
H -26.267 -11.512 -3.447
H -25.434 -11.468 -6.100
C -14.529 -10.638 -0.339
O -13.980 -11.594 -1.202
H -14.433 -10.907 0.712
H -13.968 -9.705 -0.389
H -15.541 -10.420 -0.679
H -13.852 -11.163 -2.050
C -14.917 -4.271 -1.571
C -15.946 -5.034 -2.397
C -16.287 -6.325 -1.590
O -17.214 -7.137 -2.328
C -18.012 -7.969 -1.469
N -17.062 -4.140 -2.609
H -14.712 -3.331 -2.084
H -14.033 -4.908 -1.572
H -15.119 -3.856 -0.583
H -15.659 -5.282 -3.419
H -16.691 -6.039 -0.619
H -15.448 -6.992 -1.396
H -18.728 -7.305 -0.986
H -17.374 -8.473 -0.744
H -18.602 -8.616 -2.118
H -17.343 -3.856 -1.681
H -17.780 -4.788 -2.898
C -20.557 -4.277 -0.727
C -21.645 -4.485 -1.751
C -21.306 -5.623 -2.793
O -20.159 -5.137 -3.513
C -19.564 -6.025 -4.415
N -22.932 -4.718 -1.022
H -20.716 -4.827 0.201
H -20.690 -3.255 -0.373
H -19.546 -4.336 -1.129
H -21.845 -3.564 -2.299
H -22.154 -5.752 -3.466
H -21.157 -6.579 -2.289
H -20.232 -6.281 -5.237
H -19.311 -6.989 -3.974
H -18.698 -5.554 -4.880
H -22.960 -5.540 -0.436
H -23.090 -3.929 -0.411
C -18.914 -10.653 1.280
C -18.654 -10.444 2.765
C -19.549 -11.296 3.648
O -20.861 -10.824 3.588
C -21.659 -11.557 4.563
N -17.302 -10.879 3.035
H -18.196 -10.095 0.679
H -19.884 -10.240 1.004
H -18.927 -11.700 0.977
H -18.816 -9.370 2.860
H -19.138 -11.232 4.655
H -19.494 -12.347 3.365
H -22.586 -11.009 4.736
H -21.101 -11.500 5.497
H -21.842 -12.592 4.273
H -17.185 -11.000 4.031
H -17.121 -11.774 2.604
C -25.477 -15.071 -0.709
C -24.489 -14.185 -1.542
C -23.985 -12.923 -0.704
O -23.222 -13.422 0.387
C -22.703 -12.454 1.247
N -23.318 -14.972 -1.973
H -25.718 -16.078 -1.049
H -26.377 -14.458 -0.669
H -25.135 -15.145 0.324
H -25.007 -13.927 -2.466
H -24.799 -12.243 -0.453
H -23.298 -12.434 -1.394
H -21.968 -11.832 0.735
H -22.183 -12.981 2.046
H -23.521 -11.886 1.691
H -22.735 -14.793 -1.168
H -23.660 -15.910 -1.821
C -16.092 -9.473 -4.194
C -15.283 -10.746 -4.145
C -15.055 -11.507 -5.418
O -14.021 -12.470 -5.408
C -14.269 -13.782 -4.814
N -13.998 -10.363 -3.606
H -16.126 -8.983 -3.221
H -17.108 -9.785 -4.438
H -15.746 -8.773 -4.955
H -15.760 -11.374 -3.392
H -14.776 -10.785 -6.186
H -16.005 -11.949 -5.717
H -14.629 -13.673 -3.792
H -13.273 -14.224 -4.843
H -14.939 -14.390 -5.423
H -13.640 -9.550 -4.088
H -13.400 -11.100 -3.952
C -19.930 -15.341 2.721
C -19.706 -14.585 1.427
C -18.277 -14.784 0.884
O -17.418 -13.968 1.633
C -16.115 -13.759 0.973
N -20.618 -15.166 0.476
H -20.971 -15.426 3.032
H -19.456 -14.728 3.488
H -19.525 -16.352 2.674
H -19.986 -13.533 1.484
H -18.350 -14.434 -0.145
H -17.985 -15.833 0.936
H -16.252 -12.939 0.268
H -15.710 -14.574 0.373
H -15.316 -13.496 1.666
H -20.405 -14.657 -0.370
H -21.544 -14.848 0.722
C -22.294 -11.677 -6.601
C -22.231 -13.030 -6.057
C -20.774 -13.489 -6.263
O -20.606 -14.672 -5.500
C -19.294 -15.199 -5.829
N -22.672 -13.066 -4.681
H -23.323 -11.319 -6.564
H -22.053 -11.729 -7.663
H -21.622 -10.933 -6.174
H -22.927 -13.708 -6.552
H -20.070 -12.727 -5.930
H -20.594 -13.681 -7.320
H -19.047 -16.088 -5.250
H -18.555 -14.431 -5.603
H -19.245 -15.480 -6.881
H -22.103 -12.322 -4.303
H -23.561 -12.591 -4.729